DFT (the ωB97M-V functional and the def2-TZVPD basis) results for a 12-piece molecular cluster, C53H79BrF9N11O2 overall at a distorted geometry.

Values from the calculation:
* charge: 0
* gap between HOMO and LUMO: 0.303 Eh
* HOMO energy: -8.1794 eV
* lowest unoccupied orbital energy: 0.06 eV

Positions of all 155 atoms, in Å:
1 Br 4.86744 -1.63878 1.39767
2 F 2.29447 0.94806 4.89946
3 F 2.89575 3.98834 1.87510
4 F 1.61804 4.44986 3.86338
5 F 1.23438 4.00989 6.66165
6 F 0.32608 1.82863 6.52772
7 F 2.37841 2.20369 7.36306
8 F 3.41138 1.93926 2.51466
9 F 3.55835 2.94117 5.16689
10 F 0.17519 2.72509 3.81513
11 O 0.75687 0.32042 2.19326
12 O 2.35056 2.67382 -0.10039
13 N -2.06956 6.81144 3.38212
14 N -4.95437 -2.57501 3.09193
15 N 2.29623 -6.13354 -1.43338
16 N 8.04988 2.48460 -7.56515
17 N -7.14408 -4.81335 7.49631
18 N -12.65735 -4.96520 9.78417
19 N 3.16505 3.81334 -5.47368
20 N -1.02069 2.44829 -10.37534
21 N -3.03652 -4.37142 -4.61876
22 N 2.47474 -11.63198 -2.49132
23 N -0.52495 1.47547 -4.98459
24 C 2.94661 -1.12291 1.81657
25 C -2.34047 0.81801 4.14189
26 C -6.38732 -3.29443 5.24070
27 C -5.58627 -2.89198 4.03799
28 C 2.07929 1.65251 -3.69118
29 C -0.48300 1.04566 -6.08294
30 C -10.71806 -5.36815 7.98003
31 C -0.83988 3.55027 -9.99253
32 C -2.41696 -2.91168 -0.45757
33 C 2.25502 2.38386 4.95677
34 C -0.61071 4.94952 -9.50616
35 C -0.29006 6.57563 5.37123
36 C 7.70788 1.66376 -8.34132
37 C -1.76220 -1.52885 -0.29001
38 C -0.42967 0.49980 -7.47758
39 C -0.01282 4.61602 1.20023
40 C 1.84041 -11.95246 -1.53583
41 C -6.35974 -4.90852 8.37343
42 C 1.14769 0.68060 0.86680
43 C -1.28551 6.70758 4.25843
44 C -3.91837 -4.59500 -3.86754
45 C 2.89778 0.45066 -4.43149
46 C -11.80326 -5.14274 8.98958
47 C -0.22985 -1.23835 -0.55045
48 C 0.24541 0.25425 -0.37545
49 C 1.47051 2.66546 6.34482
50 C 2.23880 2.74599 2.25509
51 C 5.69407 3.14865 -6.06357
52 C 4.27933 3.52144 -5.73334
53 C 2.16149 -2.50809 1.87932
54 C -0.60472 -0.04235 2.42415
55 C -0.01296 3.06876 0.81673
56 C -1.59152 -4.14559 -0.89597
57 C -5.36358 -5.02896 9.48691
58 C -1.23406 5.30431 0.35580
59 C 1.81753 4.52368 -1.83649
60 C 1.82650 -7.17129 -1.74334
61 C 4.36548 4.89960 -0.90739
62 C 2.92456 2.25598 -2.43968
63 C 1.41955 2.30510 0.93192
64 C 0.55282 -2.47079 -1.03210
65 C 3.14391 5.39311 -1.79327
66 C -3.64362 0.14277 3.43266
67 C -5.03844 -4.87898 -2.91299
68 C 1.53692 3.01718 3.63109
69 C -0.08171 -3.89951 -1.20195
70 C -1.03092 -0.10529 4.00311
71 C 2.53567 -0.15113 0.58912
72 C 1.04656 -12.36898 -0.33417
73 C 1.89506 2.98734 -1.39490
74 C 7.27333 0.62121 -9.32690
75 C 2.73449 6.87683 -1.24254
76 C 1.22986 -8.48881 -2.13679
77 H 6.06301 2.41724 -5.34285
78 H -6.76714 -4.30766 5.11153
79 H 3.45784 1.37796 -1.93647
80 H 1.58611 -8.77922 -3.12607
81 H -2.58389 1.02493 5.24390
82 H -2.20370 1.82564 3.58877
83 H 2.80997 0.56214 -5.57036
84 H -0.76493 6.11842 6.24077
85 H -0.11958 0.27465 4.56998
86 H 1.51702 -9.25628 -1.41781
87 H 0.14163 -8.40839 -2.15950
88 H -5.98919 -4.58065 -3.35737
89 H 1.83272 2.47595 -4.45904
90 H 3.04110 -0.57217 2.81651
91 H -1.39995 0.50378 1.81092
92 H -1.27601 -0.16728 -7.64811
93 H 6.32935 4.03446 -6.02876
94 H -4.98926 -4.04060 9.75807
95 H 1.08561 1.19228 -3.37280
96 H 0.89934 0.45776 -1.31244
97 H -3.96768 -0.82726 3.94953
98 H -5.83600 -5.48294 10.35933
99 H -0.50825 2.97701 -0.20337
100 H 0.54326 5.94874 5.05402
101 H 3.55434 7.63286 -1.48075
102 H -1.11650 5.06593 -0.76412
103 H 4.30745 5.31677 0.16753
104 H -0.69933 0.89159 -0.55932
105 H 0.49735 -0.05713 -7.62348
106 H 2.55070 -3.06816 2.81531
107 H -0.10618 5.53246 -10.27816
108 H -2.19115 4.83623 0.78013
109 H -0.70296 -1.16016 2.12522
110 H 2.70636 6.78816 -0.08730
111 H -5.76116 -3.26028 6.13155
112 H 5.73997 2.71807 -7.06194
113 H -5.07055 -5.94568 -2.68549
114 H 0.91768 5.20653 0.91573
115 H -7.22917 -2.61270 5.37098
116 H 2.52118 -0.69005 -0.42530
117 H 3.50251 5.58308 -2.87664
118 H -1.56584 5.42112 -9.27026
119 H 5.33996 5.34355 -1.34832
120 H -10.76241 -6.39355 7.60992
121 H 0.20150 -11.69275 -0.19508
122 H 1.46205 4.50337 -2.94039
123 H 1.64714 -2.36582 -1.30252
124 H 1.69045 7.19832 -1.56712
125 H 6.70708 1.08752 -10.13460
126 H -4.52647 -5.65265 9.16963
127 H -3.42081 -0.09259 2.32489
128 H 4.01512 0.55047 -4.17710
129 H 4.53164 3.77511 -0.84384
130 H 2.52035 -0.57535 -4.07761
131 H -4.53245 0.88052 3.40370
132 H 0.98800 5.12537 -1.29692
133 H 2.44074 -3.13345 0.96820
134 H 8.14722 0.12087 -9.74677
135 H 3.72552 2.95688 -2.84063
136 H -0.32533 4.71235 2.29431
137 H 0.01005 4.93309 -8.60875
138 H -0.47063 1.31830 -8.19831
139 H 0.67156 -13.38432 -0.47133
140 H -2.00602 -5.19794 -1.00679
141 H 3.45542 0.54172 0.49425
142 H 1.03302 -2.43565 2.00356
143 H 0.08871 7.56044 5.64937
144 H 1.67731 -12.33904 0.55558
145 H -3.53677 -3.04850 -0.25777
146 H -2.44811 -0.67032 0.04292
147 H -10.84245 -4.68138 7.14151
148 H -1.33551 -1.16576 4.31861
149 H 0.87882 2.54291 -1.73111
150 H 0.58453 -4.76303 -1.56268
151 H -1.21549 6.41887 0.58863
152 H -9.74288 -5.19702 8.43831
153 H -0.76737 2.54980 1.52759
154 H -4.88685 -4.32131 -1.98741
155 H 6.64324 -0.11858 -8.83052



DFT (the ωB97M-V functional and the def2-TZVPD basis) results for a 14-piece molecular cluster, C53H79N9O15 overall at a distorted geometry.

Values from the calculation:
* charge: 0
* gap between HOMO and LUMO: 0.361 Eh
* energy relative to the best compared isomer or geometry (same formula, charge and spin): 90.1 kcal per mole
* HOMO energy: -9.7769 eV
* lowest unoccupied orbital energy: 0.04 eV

Positions of all 156 atoms, in Å:
1 O 2.67491 -8.45412 5.87750
2 O 0.76182 -9.58026 5.30434
3 O -11.52096 -1.46545 3.89588
4 O -1.98518 7.31661 7.95470
5 O -0.01572 0.81788 -0.96288
6 O 1.37669 -0.03691 0.49609
7 O 10.11506 -3.80906 3.06686
8 O -11.02947 0.47288 2.86132
9 O 8.71727 -2.85037 1.51609
10 O 1.53437 -7.76939 4.17169
11 O 2.27875 0.88651 -1.39308
12 O -4.19806 6.90959 7.94712
13 O -2.85169 5.53391 6.77767
14 O 10.87290 -2.76906 1.19052
15 O -9.64590 -0.27451 4.39810
16 N -3.67450 7.96337 0.66062
17 N -7.62745 -5.32610 -2.58383
18 N 4.39045 -0.10380 8.04268
19 N -4.90836 -4.34015 5.86845
20 N 3.26479 -5.46769 -5.00705
21 N 12.11377 -1.67246 -7.63586
22 N 8.60480 6.92289 5.92098
23 N 3.03418 6.55741 -11.44111
24 N -7.37691 -0.76907 -7.77746
25 C -6.77066 -7.23396 7.22066
26 C -7.95049 -7.50703 -3.99112
27 C -7.42121 0.36955 -7.67156
28 C -10.77471 -0.49724 3.67932
29 C 2.92440 6.24091 -10.34278
30 C 9.91861 -3.11644 2.05955
31 C 10.26625 -2.21129 0.01694
32 C 3.43630 -7.44325 5.39595
33 C 5.45082 6.24205 3.81575
34 C 0.12821 -3.92545 -6.12023
35 C 11.75828 -0.46914 -7.02156
36 C 10.46184 -0.22813 -6.56454
37 C -6.33881 2.33476 -5.31711
38 C -2.52851 7.96519 0.45665
39 C 1.28254 0.58905 -0.69180
40 C 9.88233 -2.43651 -7.38221
41 C -7.50850 1.83997 -7.52517
42 C 2.29883 4.38736 -8.67592
43 C 2.84800 5.82417 -8.95778
44 C -9.29997 -8.96557 -2.40788
45 C -2.54509 8.25228 8.82487
46 C -7.77928 -6.27050 -3.20419
47 C 6.20483 1.36762 8.76832
48 C -7.22434 -7.06993 5.76678
49 C -2.99440 6.44135 7.60853
50 C 1.00218 4.28305 -9.44383
51 C 5.71374 0.14078 8.32512
52 C 9.51483 -1.20897 -6.75083
53 C 8.76074 -2.08339 0.33709
54 C -7.66991 2.41412 -6.09597
55 C 2.59856 -6.80603 4.30483
56 C 6.56897 5.38566 3.34011
57 C 7.96692 6.08745 3.47601
58 C 8.33809 6.56613 4.84635
59 C -6.16738 -6.43119 4.80518
60 C -0.84632 0.32438 0.10462
61 C -0.01475 -5.43680 -6.16624
62 C 5.29197 2.40696 9.01161
63 C 3.89518 2.12890 8.85515
64 C -4.03479 8.10915 8.57283
65 C -9.08981 0.98640 3.99452
66 C 2.35285 -5.77523 -5.66245
67 C 1.21971 -6.24327 -6.45802
68 C -1.34177 8.25978 -2.29898
69 C -5.46353 -5.24898 5.41929
70 C -7.96899 -8.76709 -3.05499
71 C 0.10942 -0.37930 0.95207
72 C -1.07122 7.96629 0.22057
73 C 3.53221 0.93383 8.26037
74 C 1.60162 -8.65893 5.13729
75 C -0.62071 8.73689 -1.02529
76 C -9.93052 1.38844 2.79429
77 C 11.16644 -2.57230 -7.81886
78 H 0.26764 4.95652 -9.00225
79 H -5.58033 2.87076 -5.88764
80 H 4.30506 -7.80662 4.84702
81 H 3.19608 -6.59127 3.41885
82 H 3.73753 -6.71842 6.15225
83 H 7.96626 7.00212 2.88315
84 H -0.76883 6.92808 0.08353
85 H -6.45523 2.83171 -4.35400
86 H 3.79241 6.01628 -8.44858
87 H -7.25558 -7.46282 -4.82973
88 H 6.45565 -0.62488 8.15270
89 H -7.11804 -8.80345 -2.37479
90 H -4.61453 8.06480 9.49480
91 H 3.17734 2.89270 9.11539
92 H -7.73204 -9.62451 -3.68489
93 H 2.19979 6.58250 -8.51864
94 H -2.10776 9.23598 8.65403
95 H -6.67081 2.28834 -8.05935
96 H -0.03906 -1.45807 0.90416
97 H -1.38611 1.12377 0.61226
98 H 0.93588 -3.63907 -5.44661
99 H -2.30884 7.97092 9.85109
100 H -0.93081 -5.53045 -6.74948
101 H 11.37236 -3.49626 -8.33878
102 H 8.05773 -2.40540 -0.43115
103 H 5.63245 6.51010 4.85654
104 H -0.21886 -5.65114 -5.11720
105 H -2.41222 8.44328 -2.39158
106 H 4.54921 5.62952 3.81113
107 H 12.56690 0.23973 -6.92137
108 H 2.28361 4.27915 -7.59141
109 H -8.31718 2.11100 -8.20390
110 H -5.85767 -7.82272 7.30964
111 H -9.42611 -9.88367 -1.83404
112 H 8.53389 -1.03388 0.52466
113 H 8.59965 -1.20833 -6.17739
114 H -6.66687 -6.15413 3.87683
115 H 6.34837 5.12387 2.30527
116 H 10.74446 -1.27250 -0.26250
117 H -7.87862 3.48222 -6.15670
118 H 6.57607 4.39542 3.79559
119 H 0.03024 -0.06073 1.99146
120 H -8.10933 0.72548 3.59616
121 H 9.17439 -3.23892 -7.52837
122 H 0.66939 3.24510 -9.43940
123 H -7.59137 -7.99648 5.32531
124 H -10.15891 -8.87888 -3.07331
125 H -6.67963 -6.23818 7.65452
126 H 7.26853 1.51631 8.88164
127 H 5.38440 7.15974 3.23134
128 H -0.79883 -3.46118 -5.78387
129 H 2.13757 -5.91790 4.73705
130 H -8.94572 -7.49146 -4.43537
131 H -9.28315 1.18980 1.94015
132 H 1.07014 -7.31889 -6.36437
133 H -1.23059 7.17851 -2.38018
134 H 10.27422 0.66979 -5.99450
135 H -5.38591 -7.17697 4.65959
136 H -0.92810 8.73932 -3.18612
137 H -8.02763 -6.33341 5.78518
138 H 0.45888 -3.42687 -7.03136
139 H -10.31427 2.40657 2.72911
140 H -6.01786 1.29979 -5.19914
141 H 0.45860 8.60686 -1.10456
142 H -8.45060 1.95674 -5.48817
143 H 1.47721 -6.07786 -7.50417
144 H 2.46199 0.84483 8.14581
145 H 5.57467 3.35259 9.45009
146 H -9.47754 -8.19868 -1.65392
147 H 8.75899 5.43126 3.11530
148 H 2.92726 3.58705 -9.06669
149 H -1.58729 -0.41303 -0.20409
150 H 1.05407 4.62242 -10.47835
151 H -4.38671 8.98654 8.03021
152 H -7.54088 -7.78168 7.76367
153 H -9.03942 1.78430 4.73541
154 H -0.73621 9.81347 -0.89988
155 H 10.47547 -2.88111 -0.81713
156 H -0.56284 8.30542 1.12315